Formula: C25H27N4S
Source: the Open Molecules 2025 dataset
Level of theory: ωB97M-V/def2-TZVPD

Results
E_HOMO	-10.28	eV
total charge	+1

Element x y z (Å)
C  -1.631  5.096  2.596
C  -0.680  5.258  1.427
N  -0.244  3.980  0.917
C  0.834  3.879  -0.046
C  0.894  2.389  -0.335
N  -0.135  1.808  0.477
C  -0.800  2.763  1.102
S  -2.247  2.447  1.978
C  -2.780  4.167  2.271
H  -1.100  4.706  3.470
H  -2.043  6.065  2.866
H  -1.165  5.830  0.624
H  0.206  5.833  1.744
H  0.594  4.452  -0.949
H  1.779  4.256  0.366
H  0.719  2.203  -1.408
H  1.875  1.951  -0.099
H  -3.447  4.052  3.139
H  -3.364  4.495  1.402
C  2.396  -1.880  4.195
N  1.937  -1.814  2.820
C  1.169  -0.819  2.294
C  0.809  -1.152  0.969
C  -0.003  -0.362  0.142
C  -0.150  -0.609  -1.239
C  0.808  -1.097  -2.155
N  0.214  -1.353  -3.359
C  0.864  -2.046  -4.453
C  -1.153  -1.047  -3.279
C  -1.408  -0.544  -1.978
C  -2.719  -0.410  -1.534
C  -3.759  -0.755  -2.414
C  -3.487  -1.263  -3.698
C  -2.169  -1.453  -4.130
C  1.396  -2.478  0.708
C  2.111  -2.840  1.879
C  2.688  -4.094  2.077
C  2.584  -5.035  1.039
C  1.880  -4.703  -0.121
C  1.246  -3.458  -0.264
H  2.990  -2.788  4.331
H  3.013  -1.010  4.443
H  1.541  -1.903  4.883
H  0.894  0.080  2.829
H  -0.678  0.369  0.627
H  1.865  -1.296  -1.984
H  0.150  -2.175  -5.268
H  1.728  -1.476  -4.816
H  1.220  -3.030  -4.115
H  -2.893  -0.038  -0.526
H  -4.796  -0.640  -2.097
H  -4.311  -1.547  -4.349
H  -1.926  -1.929  -5.082
H  3.196  -4.338  3.009
H  3.033  -6.020  1.144
H  1.816  -5.432  -0.932
H  0.636  -3.246  -1.138